{"formula": "CrH14O7", "method": "ωB97M-V with the def2-TZVPD basis set", "e_tot_ev": -42967.2660, "charge": 2, "lumo_ev": [-6.676, -6.704], "e_homo_ev": [-15.8, -19.3], "multiplicity": 5, "molar_mass_da": 178.1, "de_lowest_kcal_mol": 4.08, "species": ["Cr", "O", "H", "H", "O", "H", "H", "O", "H", "H", "O", "H", "H", "O", "H", "H", "O", "H", "H", "O", "H", "H"], "xyz": [[-0.1934, 0.0549, -0.0838], [-1.9314, 1.1610, 0.4776], [-2.5406, 0.8993, 1.1680], [-2.3155, 1.9556, 0.1071], [-1.4750, -0.0013, -1.7873], [-2.2718, -0.4797, -2.0163], [-1.3128, 0.5686, -2.5391], [0.6658, 1.5473, 1.0050], [0.1197, 2.1637, 1.4929], [1.4690, 2.0335, 0.8188], [1.2074, 0.5400, -1.6217], [1.4446, -0.0898, -2.3024], [1.6351, 1.3538, -1.8881], [0.1635, -1.9406, -0.6470], [0.4573, -2.5105, 0.0637], [0.0747, -2.5235, -1.4010], [1.9823, -0.5448, 0.7082], [2.5984, -1.2616, 0.5571], [2.3391, -0.0768, 1.4631], [-0.6354, -0.7595, 1.8078], [-0.1264, -0.7279, 2.6178], [-1.3545, -1.3615, 1.9996]]}